{
  "formula": "C27H29N3O5",
  "method": "ωB97M-V/def2-TZVPD",
  "elements": ["C", "H", "H", "O", "H", "C", "H", "H", "H", "H", "H", "H", "O", "C", "C", "H", "H", "C", "C", "O", "H", "C", "O", "C", "H", "H", "C", "C", "N", "H", "C", "C", "H", "H", "C", "C", "C", "H", "C", "H", "H", "H", "O", "H", "H", "N", "C", "H", "C", "H", "C", "C", "H", "C", "C", "H", "C", "C", "C", "C", "C", "H", "N", "H"],
  "xyz": [[-0.16, -2.53, -2.63], [1.00, 0.00, 5.22], [1.23, -6.52, -2.15], [-1.50, -1.42, -0.46], [1.44, -2.08, -1.35], [-0.98, -0.65, 4.72], [1.85, -0.25, 2.93], [-2.21, 1.40, -3.40], [-1.53, -4.05, -1.05], [-3.78, 3.58, -3.04], [1.31, 3.30, -1.13], [-2.70, 2.74, 0.84], [2.88, -0.70, -0.65], [1.36, -5.51, -1.73], [-0.16, -4.07, -2.75], [2.14, 2.35, 1.64], [1.00, 5.63, 2.10], [-1.95, 2.33, -2.93], [0.47, 1.80, -2.24], [0.55, 0.67, -2.66], [2.38, -5.41, -1.35], [2.22, 0.31, -0.45], [-0.75, 3.89, -1.88], [0.82, -0.48, 3.14], [2.20, 4.47, 2.67], [3.24, 2.23, -0.46], [1.08, 2.45, 1.44], [-2.76, 3.46, -2.74], [1.12, 0.30, 0.34], [0.74, 4.78, 3.62], [0.28, -5.22, -0.69], [-1.98, 4.38, -2.10], [-2.18, 5.37, -1.76], [-1.49, 4.56, 1.99], [-0.01, -0.92, 2.12], [-1.81, -1.11, 3.71], [-1.63, 2.66, 1.00], [-1.46, -5.59, -1.91], [0.34, -0.34, 4.43], [0.41, -2.11, -3.46], [-1.36, -0.55, 5.72], [0.03, -6.10, -0.10], [1.18, -4.54, -2.75], [3.22, 1.34, -1.99], [-0.63, -4.33, -3.70], [0.43, -2.10, -1.39], [0.60, -1.02, 0.74], [-1.49, 0.75, 0.06], [-0.96, 1.54, 0.56], [-2.83, -1.36, 3.92], [-1.33, -1.24, 2.41], [0.41, 3.58, 1.88], [-1.18, -2.16, -2.67], [-0.96, 3.68, 1.65], [1.13, 4.68, 2.61], [-1.99, -1.58, 1.63], [-0.73, 2.64, -2.39], [-0.87, -4.74, -1.56], [-0.29, -1.53, -0.42], [2.62, 1.63, -1.12], [0.41, 1.44, 0.76], [0.60, -4.42, -0.02], [1.48, 2.40, -1.55], [1.47, -1.68, 0.80]],
  "mulliken_charge": [-1.394, 0.400, 0.314, -0.704, 0.347, -0.469, 0.408, 0.603, 0.200, 0.483, 0.380, 0.488, -0.766, -0.633, 0.353, 0.259, 0.368, -0.382, 0.290, -0.640, 0.338, 0.966, -0.350, -0.357, 0.357, 0.405, -0.084, -0.545, 0.994, 0.363, -0.133, -0.563, 0.513, 0.477, -0.193, -1.072, -1.605, 0.387, -0.889, 0.440, 0.416, 0.523, -0.509, 0.404, 0.456, 0.452, 0.344, 0.416, 0.430, 0.417, 0.046, 0.532, 0.450, -0.660, -1.708, 0.479, 0.377, -0.815, -0.276, -1.313, -0.358, -0.156, -0.050, 0.746],
  "e_above_lowest_ev": 0.107,
  "e_lumo_ev": 0.55,
  "homo_ev": -8.641,
  "smiles": "Cc1cccc(N(C(=O)CNC(=O)c2ccco2)[C@H](C(=O)NC[C@@H]2CCCO2)c2ccccc2)c1",
  "homo_lumo_gap_ha": 0.33786,
  "spin_multiplicity": 1,
  "energy_ev": -43178.6351
}